Density functional theory data (wB97M-V/def2-TZVPD) for an isolated molecule of C20H19NO5.

ORCA input file:
```
! RIJCOSX wB97M-V def2-TZVPD def2/J DEFGRID3
* xyz 0 1
C -0.864 3.098 -1.262
O -0.926 1.803 -0.713
C 0.008 0.885 -1.098
C 0.985 1.119 -2.059
C 1.881 0.122 -2.402
C 1.814 -1.121 -1.800
C 0.851 -1.355 -0.836
C -0.049 -0.367 -0.472
C -1.058 -0.633 0.625
C -0.379 -1.168 1.856
C 0.715 -0.666 2.495
O 1.291 -1.321 3.491
C 1.360 0.594 2.079
C 2.705 0.587 1.725
C 3.310 1.748 1.283
C 2.587 2.928 1.218
C 1.256 2.945 1.602
C 0.638 1.781 2.021
C -0.901 -2.472 2.168
O -0.522 -3.199 3.080
C -1.967 -2.771 1.127
O -2.673 -3.748 1.034
N -1.991 -1.696 0.298
C -2.914 -1.581 -0.799
C -2.370 -2.197 -2.100
O -3.278 -2.064 -3.163
H 0.098 3.575 -1.051
H -1.661 3.659 -0.779
H -1.037 3.085 -2.343
H 1.055 2.077 -2.549
H 2.632 0.323 -3.151
H 2.508 -1.900 -2.075
H 0.789 -2.320 -0.354
H -1.617 0.291 0.817
H 0.798 -2.173 3.637
H 3.264 -0.334 1.785
H 4.350 1.735 0.993
H 3.064 3.836 0.879
H 0.697 3.868 1.577
H -0.397 1.795 2.325
H -3.832 -2.110 -0.524
H -3.138 -0.520 -0.955
H -2.226 -3.270 -1.960
H -1.403 -1.738 -2.353
H -3.449 -1.128 -3.317
*
```

Summary:
LUMO level	-0.4	eV
relative energy (zero: lowest compared OMol25 entry of this formula, charge and spin)	36.1	kcal per mole
HOMO	-0.3285	hartree
max |F|	0.84	eV/Å
calculated total energy	-32775.915	eV